1.
CH2ClNOS2 | ωB97M-V/def2-TZVPD

Geometry as ORCA input:
```
! RIJCOSX wB97M-V def2-TZVPD def2/J DEFGRID3
* xyz 0 1
Cl 0.333 -2.586 0.917
S 1.747 2.195 -0.074
S 3.450 -1.027 -0.046
O 0.115 0.082 -0.801
N 2.364 -0.145 -0.624
C 1.220 0.532 -0.498
H 0.464 2.593 -0.220
H -0.427 -1.689 0.191
*
```

E_HOMO (alpha / beta) = -9.077 / -9.091 eV
Frontier orbital gap (alpha / beta) = 7.039 / 7.044 eV
Relative energy (zero: lowest compared OMol25 entry of this formula, charge and spin) = 1.057 eV

Löwdin population analysis, charges in e, atoms 1 to 5: 0.207 0.821 0.794 -0.052 -0.546

***

2.
C36H52N3OP2SSr | ωB97M-V/def2-TZVPD

Geometry as ORCA input:
```
! RIJCOSX wB97M-V def2-TZVPD def2/J DEFGRID3
* xyz 1 1
Sr -0.178 -0.226 1.206
S -0.746 -2.088 3.445
P -2.914 0.012 0.097
P 3.187 -0.414 -0.649
O 0.899 3.686 2.355
N -1.896 -1.252 5.675
N -0.310 -1.235 -1.297
N 1.621 0.990 0.067
C -4.122 -1.361 0.645
C 0.692 -2.795 -2.864
C 4.649 0.020 1.703
C -2.229 -0.398 6.693
C 4.412 -2.358 0.851
C 0.794 3.409 -3.609
C 5.940 -0.456 -1.372
C -1.435 -1.281 -2.038
C -2.656 -0.418 -1.678
C 3.712 -0.999 1.034
C 1.141 0.648 -3.639
C -2.680 2.658 -0.839
C 0.709 1.308 -4.793
C -0.980 -0.945 4.688
C -0.478 -2.849 -3.597
C -3.612 1.772 0.016
C 4.583 0.194 -1.707
C -1.543 -2.038 -3.202
C 2.516 -1.207 1.987
C -0.680 1.196 5.784
C 0.552 2.694 -4.786
C -4.698 -0.987 2.023
C 1.793 0.721 -1.152
C 0.438 2.638 2.432
C -5.008 1.765 -0.611
C -3.301 -2.662 0.751
C 4.310 -0.158 -3.178
C 1.352 1.350 -2.443
C -1.637 0.848 6.752
C -3.671 2.331 1.452
C 0.830 -1.849 -1.804
C 4.690 1.730 -1.562
C 2.175 -1.635 -1.362
C -0.327 0.293 4.787
C 1.155 2.736 -2.438
C -5.268 -1.589 -0.351
H -4.927 -2.085 -1.269
H -4.088 3.347 1.412
H 2.074 -0.234 2.274
H 4.160 0.994 1.842
H -2.544 -2.614 1.550
H 1.363 -0.418 -3.686
H 2.758 -2.566 -1.441
H -1.915 1.541 7.544
H 0.259 3.220 -5.695
H -0.576 -3.503 -4.460
H -5.306 -1.829 2.389
H 3.755 -3.093 0.369
H 5.341 -2.275 0.277
H 5.894 -1.548 -1.473
H -5.340 2.810 -0.704
H -2.965 -0.775 7.398
H 4.853 2.042 -0.522
H 4.922 -0.379 2.691
H 5.581 0.172 1.150
H 4.670 -2.744 1.845
H -5.793 -0.666 -0.619
H -5.359 -0.110 1.971
H 3.792 2.236 -1.939
H -5.998 -2.260 0.127
H -3.983 -3.493 0.989
H -5.006 1.333 -1.622
H 6.332 -0.182 -0.387
H 3.416 0.332 -3.569
H 1.342 3.283 -1.510
H 5.168 0.187 -3.774
H 1.558 -3.409 -3.114
H -4.308 1.731 2.115
H 0.714 4.498 -3.605
H -2.970 3.710 -0.689
H -2.585 0.519 -2.258
H -2.339 -2.169 5.614
H -3.559 -0.920 -2.058
H -2.672 2.398 1.909
H 5.547 2.074 -2.160
H -2.785 2.449 -1.913
H 4.212 -1.242 -3.315
H 0.506 0.732 -5.698
H 1.772 -1.919 1.587
H -2.796 -2.911 -0.194
H 0.462 0.514 4.061
H -1.618 2.561 -0.564
H -5.752 1.245 0.008
H 2.882 -1.655 2.921
H -0.206 2.175 5.817
H -2.484 -2.008 -3.751
H -3.912 -0.798 2.770
H 6.668 -0.096 -2.113
*
```

E_HOMO = -8.154 eV
Frontier orbital gap = 4.890 eV
Relative energy (zero: lowest compared OMol25 entry of this formula, charge and spin) = 1.887 eV

Löwdin population analysis, charges in e, atoms 1 to 5: 1.030 0.594 1.026 1.050 0.067

***

3.
C5H9NO2 | ωB97M-V/def2-TZVPD

Geometry as ORCA input:
```
! RIJCOSX wB97M-V def2-TZVPD def2/J DEFGRID3
* xyz 0 1
O 0.297 1.750 -0.419
O -0.679 1.543 1.639
N -1.577 0.020 -0.211
C 0.995 0.793 -1.429
C 0.846 -0.599 -0.874
C -0.431 1.000 0.432
C -0.296 -1.464 1.338
C -0.300 -0.461 0.215
H 0.475 0.944 -2.378
H 0.667 -1.453 1.858
H -1.088 -1.216 2.048
H -1.047 2.429 1.524
H -1.662 0.260 -1.192
H -0.488 -2.460 0.929
H 2.012 1.173 -1.476
H 1.751 -0.943 -0.380
H 0.525 -1.317 -1.624
*
```

E_HOMO = -8.594 eV
Frontier orbital gap = 9.466 eV
Relative energy (zero: lowest compared OMol25 entry of this formula, charge and spin) = 2.216 eV

Löwdin population analysis, charges in e, atoms 1 to 5: -0.017 0.109 0.151 -0.072 -0.079

***

4.
C4H6N2OS | ωB97M-V/def2-TZVPD

Geometry as ORCA input:
```
! RIJCOSX wB97M-V def2-TZVPD def2/J DEFGRID3
* xyz 0 1
S -0.667 -0.380 1.803
O -0.700 -2.399 0.080
N 0.545 0.881 -1.048
N -0.495 -0.808 -2.189
C -0.562 -1.164 0.201
C 1.258 2.884 0.192
C -0.157 -0.180 -0.910
C 1.413 1.558 -0.200
H 1.878 3.178 0.952
H 0.166 3.498 -0.131
H 0.076 -0.481 -2.919
H -0.553 -1.838 -2.055
H 2.387 0.937 0.077
H 0.266 0.882 1.533
*
```

E_HOMO = -8.883 eV
Frontier orbital gap = 8.243 eV
Relative energy (zero: lowest compared OMol25 entry of this formula, charge and spin) = 4.360 eV

Löwdin population analysis, charges in e, atoms 1 to 5: 0.780 -0.009 0.059 0.100 -0.703

***

5.
INO2 | ωB97M-V/def2-TZVPD

Geometry as ORCA input:
```
! RIJCOSX wB97M-V def2-TZVPD def2/J DEFGRID3
* xyz 0 1
I -0.312 -0.551 2.184
O -0.754 0.027 -0.042
O 1.122 0.249 -1.156
N -0.056 0.275 -0.986
*
```

E_HOMO (alpha / beta) = -9.988 / -10.012 eV
Frontier orbital gap (alpha / beta) = 7.723 / 7.646 eV
Relative energy (zero: lowest compared OMol25 entry of this formula, charge and spin) = 0.516 eV

Okay, here come the Löwdin numbers, in e, for every atom: 0.473 -0.375 0.094 -0.191

***

6.
C6H10 | ωB97M-V/def2-TZVPD

Geometry as ORCA input:
```
! RIJCOSX wB97M-V def2-TZVPD def2/J DEFGRID3
* xyz 0 1
C -0.841 1.051 0.142
C -0.347 2.051 1.103
C -1.382 0.434 -0.818
C 0.055 -0.448 -0.104
C 1.137 -0.374 -1.171
C -0.564 -1.836 0.043
H 0.708 -0.577 -2.157
H 0.697 2.302 0.885
H -0.964 -2.176 -0.915
H -1.381 -1.826 0.770
H 1.922 -1.112 -0.964
H 1.599 0.619 -1.199
H -0.416 1.709 2.141
H -0.948 2.958 0.991
H 0.525 -0.228 0.866
H 0.200 -2.546 0.386
*
```

E_HOMO = -9.518 eV
Frontier orbital gap = 10.433 eV
Relative energy (zero: lowest compared OMol25 entry of this formula, charge and spin) = 3.658 eV

Löwdin population analysis, charges in e, atoms 1 to 5: -0.276 -0.070 0.102 -0.443 -0.085

***

7.
C41H32ClN6O4PSTi | ωB97M-V/def2-TZVPD

Geometry as ORCA input:
```
! RIJCOSX wB97M-V def2-TZVPD def2/J DEFGRID3
* xyz 2 1
Ti 0.305 -0.988 0.415
Cl 2.030 3.945 3.145
S -1.830 -2.606 0.139
P -1.810 0.397 -0.172
O 0.127 -1.788 2.134
O -0.198 0.960 5.803
O -0.543 -1.177 4.179
O 0.696 2.959 5.507
N 1.392 1.946 1.521
N 0.857 0.706 1.531
N -1.947 -4.448 -1.754
N 0.953 -3.112 -0.271
N 0.144 -3.816 -1.130
N 2.596 -1.486 1.025
C 2.789 1.622 -0.459
C -0.052 -0.914 3.115
C -5.299 -0.553 2.643
C -0.630 -0.662 -3.872
C 3.347 3.471 -1.890
C 2.071 2.482 0.349
C -5.420 -0.896 1.301
C 4.067 -3.333 1.419
C -3.217 -0.030 0.875
C -1.186 -3.678 -0.989
C -3.108 0.328 2.219
C 3.424 2.121 -1.587
C -4.142 0.062 3.104
C 3.309 -0.785 1.912
C -0.867 2.917 -0.861
C -2.169 4.935 -0.780
C -3.027 0.133 -2.681
C 0.392 1.889 5.069
C 4.784 -2.595 2.349
C -3.245 4.219 -0.275
C 2.618 4.322 -1.068
C 0.444 0.477 2.794
C -3.134 2.853 -0.050
C -0.703 -0.550 -2.465
C 1.648 -1.084 -2.316
C -0.983 4.282 -1.084
C -2.969 -0.077 -4.078
C 0.619 -0.948 -4.480
C -1.937 -0.121 -1.896
C 1.969 3.831 0.051
C -4.380 -0.643 0.417
C 1.323 2.473 2.765
C -1.793 -0.446 -4.658
C -1.933 2.198 -0.336
C 0.680 1.578 3.614
C 0.466 -0.819 -1.657
C 1.743 -1.120 -3.721
C 4.401 -1.292 2.592
C 2.718 -4.704 -0.886
C 2.988 -2.749 0.787
C 2.157 -3.525 -0.153
H -6.110 -0.763 3.329
H 3.849 3.862 -2.765
H 5.627 -3.034 2.868
H 2.544 5.376 -1.302
H 2.330 -5.644 -0.483
H -0.368 0.135 5.295
H 4.932 -0.664 3.294
H -1.575 -5.163 -2.360
H 2.551 -1.296 -1.750
H 2.472 -4.652 -1.949
H 1.371 4.492 0.659
H -2.948 -4.376 -1.671
H 2.860 0.574 -0.224
H -0.155 4.833 -1.512
H -4.048 0.339 4.146
H 4.331 -4.362 1.216
H 3.802 -4.728 -0.822
H -2.258 6.002 -0.946
H -1.721 -0.550 -5.735
H -3.935 0.537 -2.247
H 0.673 -1.008 -5.562
H 0.034 2.399 -1.164
H -4.474 -0.942 -0.619
H -3.846 0.106 -4.685
H -2.231 0.858 2.580
H 0.543 -4.544 -1.700
H -4.178 4.723 -0.055
H -3.981 2.313 0.352
H 3.008 0.236 2.081
H -6.327 -1.364 0.940
H 3.991 1.451 -2.221
H 2.700 -1.305 -4.193
*
```

E_HOMO = -13.352 eV
Frontier orbital gap = 6.775 eV
Relative energy (zero: lowest compared OMol25 entry of this formula, charge and spin) = 1.583 eV

Löwdin population analysis, charges in e, atoms 1 to 5: 0.939 0.936 0.902 1.051 -0.186

***

8.
C7H53N2O20 | ωB97M-V/def2-TZVPD

Geometry as ORCA input:
```
! RIJCOSX wB97M-V def2-TZVPD def2/J DEFGRID3
* xyz -1 1
O 3.272 6.162 0.878
O -0.494 4.779 4.901
O 1.918 4.751 3.046
O -4.646 -0.184 1.922
O 1.436 1.458 1.745
O -7.315 -1.600 2.625
O 1.337 -5.569 1.584
O 3.969 -6.873 -1.726
O 0.099 2.333 -0.797
O 6.049 5.390 0.600
O 0.880 4.871 0.055
O -2.135 -2.022 0.841
O -9.548 -3.508 2.832
O 2.918 3.322 -1.305
O 6.102 0.263 -3.037
O 2.905 -3.871 -2.217
O -4.078 2.022 3.819
O 4.321 -1.840 -4.812
O -8.507 0.996 2.039
O -0.410 -2.652 3.125
N 3.102 0.432 -2.630
N -1.019 -2.631 -1.012
C -0.574 -2.305 -2.381
C -2.536 -0.661 -1.066
C 2.118 0.239 -3.685
C 1.322 -1.111 -3.613
C 0.062 -3.110 -0.144
C -1.898 -1.822 -0.360
C 0.217 -1.003 -2.572
H 0.674 -0.641 -1.649
H 4.172 5.890 0.637
H 5.227 0.074 -2.644
H 3.946 -1.092 -4.319
H -0.482 -0.231 -2.903
H -4.420 1.250 3.344
H -4.076 -0.719 1.355
H -0.345 -3.751 0.632
H 2.551 4.992 2.349
H 1.590 2.310 2.169
H 3.861 -3.858 -2.342
H 2.604 0.271 -4.669
H 2.797 -3.509 -1.329
H 0.234 1.775 -0.019
H 4.075 -2.592 -4.267
H -8.752 -3.367 2.304
H -2.763 -0.838 -2.114
H -5.426 -0.731 2.071
H -3.427 -0.353 -0.527
H -0.081 3.196 -0.395
H 2.174 2.809 -0.962
H -3.406 1.674 4.413
H -1.434 -2.321 -3.051
H 0.043 -3.154 -2.685
H 6.739 5.217 1.246
H 3.452 -7.070 -0.939
H 0.567 -2.268 0.337
H -1.827 0.170 -1.009
H 0.680 1.097 2.218
H 2.557 0.754 -1.834
H 2.029 -1.879 -3.302
H -0.617 5.394 5.629
H -7.981 1.641 2.528
H 3.508 -6.121 -2.120
H 3.382 6.935 1.441
H -8.368 1.226 1.114
H 0.405 4.948 4.586
H 3.427 2.660 -1.817
H 0.783 -3.663 -0.734
H 6.487 5.396 -0.257
H 1.361 1.042 -3.646
H 1.132 -6.400 2.021
H 1.062 -4.884 2.207
H 1.105 4.590 2.551
H 0.897 -1.332 -4.603
H -0.732 -2.446 2.235
H 0.949 5.672 0.580
H -1.192 -3.008 3.557
H 1.792 4.662 -0.202
H -7.765 -1.906 3.420
H 5.932 0.139 -3.976
H -7.708 -0.732 2.439
H -10.260 -3.172 2.279
*
```

E_HOMO = -2.743 eV
Frontier orbital gap = 4.502 eV

Löwdin population analysis, charges in e, atoms 1 to 5: -0.051 -0.062 -0.067 -0.052 -0.040